C52H41FNO20PS | ωB97M-V/def2-TZVPD

Calculated values
ΔE to the lowest compared entry with this formula, charge and spin, kcal/mol: 0.0
SMILES: CCC(=O)O[C@H]([PH2]=N)S(=O)(=O)F.O=C1C=CC(=O)C=C1.O=C1C=CC(=O)C=C1.O=C1C=CC(=O)C=C1.O=C1C=CC(=O)C=C1.O=C1C=CC(=O)C=C1.O=C1C=CC(=O)C=C1.O=C1C=CC(=O)C=C1.O=C1C=CC(=O)C=C1
Total energy, a.u.: -4404.63570

The geometry in ORCA input format:
```
! RIJCOSX wB97M-V def2-TZVPD def2/J DEFGRID3
* xyz 0 1
C -3.1846 -1.4985 -4.2592
F 0.6920 0.9053 -0.7850
O 0.2362 0.8891 4.1755
H -1.1891 -0.6499 0.0122
C 4.8068 0.5041 -5.0308
C 4.3060 0.3207 -6.4194
C 4.2292 1.0032 5.0290
O 2.2080 -0.5555 0.3039
H -4.8156 0.3163 7.0841
H 2.0045 -0.4218 2.8002
C 4.2885 -0.4194 -3.9862
C -0.9391 -5.7260 -5.9524
C 0.1182 -0.1851 -7.9848
O -4.3990 1.3620 4.7420
H -1.9811 -0.6012 4.1058
S 1.0855 -0.5739 -0.5522
H -3.0498 -0.2985 -7.5044
H -3.8273 -0.0324 2.4983
H 3.6207 -1.1268 10.8150
H 4.8234 0.9827 11.3740
O -3.2826 0.7781 -8.2334
H 1.2915 3.2915 10.2459
H 1.0767 7.6998 0.2207
C -2.3007 2.4793 8.0561
C 3.7068 0.1948 3.8996
C 0.7143 0.6635 -9.0497
H 4.6488 -0.2595 -2.9778
H -2.5557 3.1782 4.6822
C 1.9451 1.7345 5.5557
C 0.5167 -4.4579 -4.4398
C 1.1117 1.1920 10.0543
H 3.0522 -0.7900 -7.7147
C -2.7302 2.7396 5.6565
C -1.1836 -0.1480 -7.7211
H -0.5133 -3.8249 1.0876
H 0.0933 1.1888 9.6887
C -0.1990 1.5484 -9.8138
C 1.2281 4.2089 0.4287
H -4.1883 -3.3520 -3.6697
C -3.3555 1.4373 8.1318
H 1.2021 -3.6534 -4.2037
C -0.7136 -1.4989 2.7565
O -1.6685 2.8080 9.0369
H 3.6462 2.3555 6.6534
C -2.7841 -0.0407 2.2277
O 2.8965 5.8682 0.4544
C -1.0855 5.0027 0.2237
H -3.5254 0.9954 9.1053
O 3.7369 3.3239 11.1209
C -0.7480 -6.5064 -3.6323
H -2.4131 0.9477 2.4374
H -1.6362 -0.7567 -6.9480
O -0.0295 -0.8589 1.7154
O 2.1293 -2.4350 -5.9469
N -1.9227 -3.1689 -0.8416
H -1.2686 3.8576 6.7030
H -2.2855 0.2676 -5.1959
C 3.1505 2.2989 10.8522
H 1.2115 2.2848 6.1315
C 2.9359 -1.5657 -5.6756
O 1.9064 0.6332 -9.2709
P -0.5699 -3.0102 -0.0580
H 4.6801 1.0125 -7.1632
C -2.0430 3.1020 6.7347
O 1.1621 -1.2306 -1.7974
C 1.7529 2.3178 10.3525
C -1.2698 -6.6605 -4.8455
C 0.6996 6.6856 0.2520
H -0.9765 -7.1739 -2.8114
C -3.2702 -0.9239 -6.6461
C -3.7838 1.6966 5.7306
H 0.2279 -3.9445 -6.4723
H 3.0199 -2.0601 -3.5507
H -4.9535 -3.9210 -5.9746
C 3.8047 0.9744 11.0081
C -0.3413 -1.1948 0.4022
O -1.4154 -5.8689 -7.0566
C 1.7646 -0.1314 10.2097
H -1.3547 7.1724 0.0828
H 1.9839 3.4391 0.5243
H -2.1870 2.2254 -10.0895
C 3.4379 -0.6423 -6.7149
H -2.4368 -2.3046 -0.9264
C -3.9718 -2.7267 -4.5269
C 3.1628 -0.1515 10.7098
H 0.2549 2.1574 -10.5849
C -2.8629 -0.6222 -5.4150
C 3.4216 -1.3801 -4.2913
C -4.3785 -3.0302 -5.7565
O -2.8140 -1.2303 -3.1372
C -0.0038 -4.6131 -5.6530
C -0.5981 6.4042 0.1783
C 1.7162 5.6106 0.3842
O -0.1239 -2.3477 3.3825
H -1.9541 -7.4643 -5.0854
C -1.5024 1.5847 -9.5487
C 2.4072 0.1587 3.6194
H 0.4731 -3.4412 -0.8892
H 4.4388 -0.3572 3.3243
C 0.1841 -5.3922 -3.3361
H -0.4454 2.9146 0.3875
C 3.2444 1.7720 5.8347
O 0.6569 -5.2427 -2.2287
H 0.7991 -0.8284 -7.4403
O -4.4313 -2.4317 -8.0310
C -2.0941 -1.0504 3.1312
O 5.4108 1.0373 5.2889
C -2.0974 0.7410 -8.4797
O -2.2671 4.7449 0.1560
H -2.6731 -1.9470 3.2787
C -4.0441 1.0749 7.0533
C -0.0697 3.9289 0.3550
O 1.1795 -1.1570 9.9385
C -4.0612 -2.1542 -6.9132
C 1.4253 0.9246 4.4261
O 5.5925 1.3832 -4.7577
H -2.7505 -0.2835 1.1795
*
```

=====

C50H119BN9O22 | ωB97M-V/def2-TZVPD

Calculated values
Total energy, a.u.: -4149.34998

The geometry in ORCA input format:
```
! RIJCOSX wB97M-V def2-TZVPD def2/J DEFGRID3
* xyz -1 1
H 3.3161 3.3808 -0.9118
O 5.3357 3.3667 -1.3415
H -2.3437 7.5665 -0.7410
C -1.6767 1.7180 6.1536
H -4.8102 2.7731 3.9335
H 3.3576 -6.5458 -4.9617
H -4.7074 5.0787 4.2170
C 0.2635 -7.8862 4.0672
C 4.0693 3.9983 -1.4227
N -0.7638 8.1454 1.5107
H 0.6329 -5.5782 2.7018
H 2.7277 -5.2126 -5.8819
C -3.8048 3.2248 2.1282
H 4.1369 -2.7456 -0.4419
O -7.4543 -4.5174 3.2163
H 2.3509 5.1043 -4.2319
H 0.3786 0.1437 -7.6214
H 8.5108 -1.0003 2.6798
H -1.1175 0.8785 -8.2766
H -0.7356 2.1137 5.7487
H 0.4595 2.7520 -9.1545
C -0.2734 -4.2839 4.1044
H 7.4457 2.1337 1.7550
H -4.6538 -3.5315 -0.4605
H 7.1864 -1.0087 3.8843
H -7.3591 -2.7546 2.2604
H -1.6488 6.2316 1.1082
O -2.0878 -1.9590 2.4915
H 5.2628 0.1298 3.4541
N 3.6405 2.8244 -3.5716
H -2.9093 3.7092 1.7311
O -0.3579 -6.6386 4.1063
H 0.5503 -7.3758 -7.6984
H 0.7152 1.4299 -12.3121
C 3.7751 4.1404 -2.8946
C 6.8213 0.2214 2.0040
H -2.0301 4.4565 -3.1576
H 1.7746 1.7309 -8.7918
H 5.7221 3.0982 0.7102
H -6.7228 -6.6007 4.9261
H -6.4021 -3.3379 -0.2065
B -0.4250 0.5203 0.7378
O 0.7152 0.4066 -0.1680
H 5.4544 -0.8696 -1.4397
H 2.6053 5.9791 -2.7447
H -3.5450 -6.2320 3.2996
H -1.2970 -5.2365 -0.1682
C 0.3170 -3.8471 -2.0170
H -5.3360 -2.5243 0.8766
H -2.4505 5.2599 -4.7352
H -0.1736 4.6035 0.6265
C -0.8096 8.1377 -2.6499
H -2.7626 -4.6547 8.3442
N -3.7866 4.6668 4.0917
H -5.3125 -7.5494 3.4979
H 3.3224 1.6568 3.3954
O -0.2494 -0.2865 4.1276
C -0.8668 2.4197 -4.5041
H 2.3897 -3.8781 -1.4285
C -1.9350 8.5815 -0.6223
H 2.1123 -0.0958 -4.5147
H 2.1503 1.7179 -11.2363
H -0.3966 -4.4773 -2.5535
H 4.2027 0.6393 0.0559
C 3.1565 -0.3599 -4.7416
O -0.7157 8.5954 -1.3351
H -1.2890 1.8971 -3.6425
H -1.6448 0.9395 -5.8073
C -4.3479 -6.1122 2.5640
H -0.1416 7.9137 0.7388
C 6.0605 3.6419 -0.1811
N -0.0158 2.0060 -6.7820
H -2.0877 -3.8593 -1.0187
O 1.3447 1.5221 -2.0357
O -2.6741 2.5790 5.6151
C 5.6225 0.8353 2.6910
H 1.6037 4.5135 -2.7091
C -1.7934 8.9703 0.8389
H 8.6579 1.0462 1.3396
H 6.0028 4.6994 0.1289
H -1.5918 1.8132 7.2334
C -3.5681 -4.2335 7.7311
C -1.3136 -4.1476 -0.2937
O 0.7250 5.5249 2.2701
N -5.6103 -6.6468 3.1352
C 1.1386 -6.5741 -7.2381
H -1.7668 3.0919 3.8608
C 4.3723 -0.7496 -1.3267
C -0.3881 6.1326 2.9034
H -1.2898 7.1487 -2.6930
O 1.8101 -7.0693 -6.1216
H 6.5198 -0.5751 1.3223
H 1.2510 -7.9479 4.5263
C 3.6388 -1.1293 -2.5976
H 3.1726 -1.3956 -5.1028
C 1.6838 -4.4934 -1.9809
H -0.1988 3.6435 2.1497
H -1.5722 -2.8271 6.8362
H 5.8504 1.7549 3.2449
C 7.6854 -0.4292 3.1042
C -3.0045 -3.5600 5.5084
H -3.4271 -3.1633 7.9201
O 3.9471 -0.1729 -3.5978
C 1.5073 -5.6748 -4.1619
C -7.9697 -3.2186 3.0497
C -1.5726 -3.0844 5.7647
H 4.5313 4.6944 -3.4559
H 0.2863 -8.3355 3.0598
C -0.1061 1.0784 -7.9079
H -1.2345 -4.4186 3.5940
H 0.7456 2.8494 -11.3716
O -1.2490 -0.6651 0.8357
H -4.1884 -6.7630 1.6960
H 3.9436 -2.1178 -2.9715
H 2.7898 2.4035 -3.1906
O 4.4853 1.0076 1.8587
N 2.2058 -4.7055 -3.3252
H 0.0894 2.8674 -4.2175
H 0.6939 -5.1169 -4.6397
H -2.7730 8.8921 1.3091
H -2.6312 1.5271 3.7985
O 0.0484 0.7248 2.1480
H -3.8249 2.2196 1.6994
O 0.4387 1.0981 -10.3058
H -2.2378 7.0708 2.5251
C 2.4900 4.9676 -3.1590
C -6.6259 -4.6264 4.3453
H -5.8927 -3.8035 4.2655
C 3.9238 -1.6895 -0.2164
C 2.4231 -6.0882 -5.2990
H -7.1056 -4.4334 5.3173
H -1.3624 8.8219 -3.3024
H -3.4664 4.5957 5.0588
H -0.1116 0.5556 -5.2476
H -4.6353 3.7732 1.6752
H -0.7449 5.0550 -4.1359
O -0.1010 -3.5589 -0.6907
H 1.0888 -6.4792 -3.5501
H 1.4825 -5.6542 4.2806
H 3.0570 0.7600 -0.9354
C -1.3851 -1.0825 2.0734
H 3.2744 3.0051 -4.5090
C -1.7503 4.6187 -4.2038
C -3.8674 3.2494 3.6440
C -0.6371 2.1981 -0.7921
C 0.6385 1.3417 -1.0874
C -5.4390 -3.4521 0.2972
H -5.1145 -5.9259 5.1136
H 0.4091 -2.8697 -2.5030
H -3.7266 -2.7383 5.6019
O -5.4995 -4.5891 1.1177
H 2.5556 -1.1088 -2.4062
C 0.3630 4.3647 1.5537
N -0.5271 -4.0875 5.5351
H 3.4901 0.3377 -5.5082
H -1.3483 -2.0823 5.3933
H -7.8878 -2.5257 3.8921
H 0.2490 -3.4147 3.7061
C -5.9616 -5.9992 4.4186
H 0.0971 6.9178 3.4896
C -1.3319 6.8559 1.9514
H 1.8136 -6.3358 -8.0735
C 0.5085 -5.5499 3.7950
H 7.1117 3.4342 -0.3682
H 4.4351 -1.5347 0.7351
C 3.4994 1.8854 2.3420
H 3.2008 -4.6141 -3.4209
H 3.9883 4.9619 -0.9021
H -3.3544 -4.6757 1.3932
H 8.1351 0.4121 3.6436
O -1.7928 3.4102 -4.9336
H -0.6053 2.8126 -6.9847
H -1.6431 -3.6941 0.6411
H -0.9360 5.4809 3.5910
H -1.4736 10.0129 0.9094
O -1.1681 1.7281 0.3335
H 0.2005 7.9789 -3.0242
O -0.9646 3.1567 -1.4215
H 3.7531 2.9481 2.2093
H 1.2890 3.9304 1.1619
H 1.6026 -5.4961 -1.5273
H -4.5577 -4.5557 8.0496
C -4.3333 -4.7392 1.8789
C 1.0655 1.7961 -11.3470
C -0.4390 -0.1927 2.9445
H -4.3016 -3.9185 2.6115
H -8.9970 -3.2326 2.6878
H -1.0294 -4.9138 5.8644
H 2.8490 -1.6000 -0.0340
C -2.6554 2.5445 4.2051
H 0.4420 -5.7511 -7.0616
H -2.6445 9.2495 -1.1371
N 4.0735 0.6575 -0.9689
C -0.6692 1.4259 -5.6169
H -1.7782 0.6812 5.8373
N 7.6710 1.2375 1.3545
O -3.3557 -4.6128 6.3887
C 0.7076 1.6809 -9.0492
H -0.4103 -8.6113 4.5399
H -3.1155 -3.9074 4.4794
H 2.5807 1.8340 1.7581
*
```

=====

Number 1: orbital gap 6.70 eV. Number 2: orbital gap 8.38 eV.